1.
The following is a DFT calculation (the ωB97M-V functional and the def2-TZVPD basis) of a structure of composition C20H25N3S at a distorted geometry.

XYZ file:
```
49
Properties=species:S:1:pos:R:3:lowdin_charge:R:1
S 2.55470 0.18960 0.59975 0.73
N 0.31788 -1.23888 -0.16593 -0.13
N 0.69691 -1.35431 1.98263 0.09
N -1.44945 -0.02624 -2.11294 -0.10
C 2.32142 2.29124 4.96695 -0.09
C -1.90020 -0.28136 -0.55093 -0.02
C 1.53170 0.36474 3.33513 -0.11
C 1.29084 -0.86280 3.17997 -0.37
C 0.74183 -0.75113 -1.63916 -0.12
C -2.14507 0.07773 -4.87255 0.02
C 2.02071 0.85942 4.59808 -0.18
C -1.99148 0.40593 -6.05989 -0.14
C -1.71637 1.65831 -6.73292 -0.12
C 1.27359 -0.86403 0.72161 -0.68
C -1.54224 2.59154 -5.95085 -0.16
C -0.93428 -1.54403 -0.17561 -0.26
C -1.95605 1.52058 -3.98207 -0.20
C 1.87131 -1.36735 5.56282 -0.03
C 1.07477 -3.25327 3.95455 -0.04
C -0.05056 0.38727 -2.00766 -0.24
C -2.24224 1.17734 -2.58481 -0.19
C -1.59315 2.56691 -4.56452 -0.11
C 1.58678 -1.72606 4.17546 -0.14
C 2.12775 0.01286 5.89060 0.01
H 1.84810 -0.71783 -1.57990 0.07
H -1.26406 3.78784 -6.31726 0.18
H 2.68391 0.09681 6.67838 0.02
H 0.09053 0.68676 -3.11880 0.17
H -1.41259 -1.87386 0.85165 0.15
H 1.49345 -3.76119 4.79419 0.04
H -1.67844 3.42178 -3.93202 0.12
H 1.54287 -3.87369 3.16249 0.08
H -3.51241 1.01305 -2.20815 0.20
H -2.11993 -0.68730 -6.85351 0.18
H -1.98950 2.09009 -1.96620 0.12
H 1.48904 3.01302 4.84727 0.08
H 2.07740 -2.24327 6.28186 0.12
H 0.29646 -2.22586 2.07829 0.07
H 0.09353 -3.56669 3.87567 0.04
H -2.70322 -0.67567 -0.67854 -0.01
H -1.48592 1.75464 -7.76254 0.11
H 3.18438 2.49681 4.16244 0.12
H -1.41250 -2.41739 -0.69019 0.14
H 0.30412 -1.79866 -2.07245 0.17
H -1.69985 0.54531 0.20393 0.15
H 1.44616 1.25013 2.57476 0.12
H 0.21732 1.05167 -1.30639 0.08
H 2.80670 2.57218 5.87384 0.05
H -2.18464 -0.77273 -4.46654 0.02
```

Properties
- maximum force (eV/A) = 12.53
- energy relative to the best compared isomer or geometry (same formula, charge and spin) (eV) = 14.216
- HOMO energy (eV) = -8.077
- total energy (hartree) = -1339.06765

---

2.
The following is a DFT calculation (the ωB97M-V functional and the def2-TZVPD basis) of the molecule C20H26N4O3S at a distorted geometry.

XYZ file:
```
54
Properties=species:S:1:pos:R:3:lowdin_charge:R:1
S -2.99608 -0.20828 -0.04185 1.12
O 2.00550 -0.35700 -2.38226 0.08
O 0.82767 -2.16797 1.62489 0.11
O 7.76734 0.69463 0.41942 -0.05
N 2.25237 0.19524 -0.15978 0.02
N -3.48461 -2.67329 0.42864 0.01
N -4.62422 -2.16894 -0.01287 0.01
N -1.28994 -2.19783 0.94336 0.12
C -5.73510 -0.11288 -0.80030 -0.38
C 1.39678 0.45647 0.98080 -0.10
C 3.64908 0.30163 -0.04777 -0.18
C -4.59296 -0.92706 -0.30954 -0.55
C -7.43127 2.96114 0.90312 -0.11
C -6.88582 -1.03108 -1.20317 -0.06
C 6.43570 0.50692 0.20352 -0.27
C 0.03726 -0.13879 0.59519 -0.22
C 5.58574 1.11394 1.12835 0.00
C -2.51820 -1.81657 0.48583 -0.57
C 4.49525 -0.30397 -0.96982 0.01
C 1.56080 -0.12680 -1.28193 -0.42
C -7.16588 1.91553 -0.17331 -0.26
C 8.85932 -1.44445 -0.05199 -0.06
C 5.86898 -0.20250 -0.84971 -0.01
C 0.07386 -0.12074 -0.93517 -0.06
C -0.07846 -1.56421 1.10443 -0.42
C 4.21676 1.01626 1.00678 -0.01
C -6.13487 0.89221 0.29525 -0.20
C 8.71115 0.03431 -0.39896 -0.25
H 8.46274 0.16363 -1.45962 0.12
H 6.02678 1.66738 1.94220 0.12
H 9.65145 0.55707 -0.20120 0.12
H -7.80410 2.48905 1.80930 0.07
H -8.10182 1.41319 -0.41974 0.10
H -6.53979 -1.77160 -1.91873 0.08
H -7.26706 -1.55584 -0.33212 0.09
H 3.59664 1.50763 1.73917 0.10
H 1.80156 -0.03255 1.87067 0.13
H -6.52761 0.34145 1.15276 0.13
H -0.41719 -0.97168 -1.40565 0.12
H -7.68781 -0.45637 -1.65647 0.07
H -6.51862 3.49997 1.14864 0.07
H 1.30794 1.53446 1.15989 0.14
H -8.17191 3.67981 0.56121 0.07
H 9.14014 -1.55060 0.99283 0.08
H -0.78385 0.45399 1.00328 0.10
H -5.39580 0.45402 -1.67609 0.14
H 6.48149 -0.68667 -1.59350 0.11
H -5.23858 1.42680 0.62305 0.10
H 7.92455 -1.97621 -0.21115 0.07
H -6.80061 2.40925 -1.07682 0.11
H -0.37123 0.79136 -1.33701 0.13
H 9.63092 -1.89129 -0.67296 0.08
H 4.07815 -0.85505 -1.79523 0.11
H -1.28254 -3.16708 1.25213 0.17
```

Properties
- maximum force (eV/A) = 1.82
- structure (SMILES) = CCC[C@H](C)c1nnc(NC(=O)[C@@H]2CC(=O)N(c3ccc(OCC)cc3)C2)s1
- energy relative to the best compared isomer or geometry (same formula, charge and spin) (eV) = 1.871
- HOMO energy (eV) = -7.930
- total energy (hartree) = -1620.67062

---

3.
The following is a DFT calculation (the ωB97M-V functional and the def2-TZVPD basis) of a cluster of 10 separate species, C27H61Br6N7O7 in total at a distorted geometry.

XYZ file:
```
108
Properties=species:S:1:pos:R:3:lowdin_charge:R:1
Br -1.47403 5.20822 3.58532 0.56
Br 1.14824 -0.67041 -4.50282 0.58
Br -2.83389 0.27670 -2.53787 0.65
Br -0.69437 3.85443 -0.83227 0.66
Br -5.71243 1.93250 0.69073 0.58
Br -0.46854 -4.69126 -2.97770 0.61
O -4.71956 -2.81719 -0.65103 0.03
O -2.04869 0.95605 2.09116 0.00
O -7.14807 -2.31697 3.27636 0.05
O 5.49123 2.47763 -2.39863 0.00
O 4.46802 0.47082 2.41241 0.04
O 0.81992 -2.30523 -0.52700 0.00
O 3.08909 6.26180 -4.54979 0.04
N 5.85153 -1.27323 2.12649 0.00
N -5.46506 -2.39807 4.74467 -0.02
N 6.36145 0.73232 -3.49162 0.00
N 0.16970 -0.24791 0.23773 0.04
N -1.28642 0.25578 4.09547 0.01
N -3.90551 -4.89868 -0.98803 0.02
N 3.64752 4.50020 -3.23067 0.02
C -1.41368 4.11969 1.85986 -0.66
C 7.04378 1.56261 -4.44171 -0.07
C 3.87377 5.40423 -4.21624 -0.56
C 7.02756 -0.48538 2.10514 -0.09
C 5.28355 5.36429 -4.83049 0.00
C 5.59644 1.24927 -2.52784 -0.52
C -4.30247 -3.66647 -1.39799 -0.56
C 1.26210 0.51539 -0.36715 -0.06
C -4.93531 -2.02895 2.36270 0.01
C 2.34929 4.39459 -2.58444 -0.11
C -4.25719 -3.40413 -2.89139 0.00
C -5.94397 -2.31104 3.47114 -0.54
C 4.62915 -0.72270 2.27960 -0.57
C -0.01648 -1.57528 0.00853 -0.53
C -6.33584 -2.56639 5.84914 -0.10
C -1.35318 -2.19053 0.45465 0.01
C -5.12862 0.82216 -0.89820 -0.58
C -2.17465 0.92150 3.30638 -0.54
C -3.35532 1.53914 4.03190 0.01
C -3.81460 1.42938 -1.26756 -0.69
C -3.92138 -5.24748 0.42891 -0.06
C 0.83985 -3.25181 -3.41468 -0.64
C 3.43148 -1.64956 2.27606 0.00
C -0.70817 4.92037 0.89805 -0.62
C 0.00596 -2.05653 -3.62752 -0.69
C 4.82059 0.31948 -1.62447 0.02
C -0.06721 -0.30799 3.52677 -0.06
H -1.07373 -3.01989 1.12289 0.09
H -3.57804 -4.05178 -3.44468 0.05
H -0.96411 3.18814 2.17871 0.03
H 0.33588 5.05343 1.14887 0.06
H -3.12013 -4.83860 1.05417 0.07
H 5.50751 6.40728 -4.99892 0.07
H 3.33397 -2.10247 1.27792 0.08
H 1.30719 0.45970 -1.45560 0.06
H 2.48155 4.00592 -1.56244 0.07
H 6.01700 4.85880 -4.21050 0.06
H 1.28874 -3.59784 -4.34254 0.05
H -4.48728 -2.66633 4.76532 0.13
H 4.34129 3.81141 -3.04022 0.06
H 4.66402 0.91256 -0.71511 0.09
H -1.20857 5.85169 0.68160 0.06
H 1.51959 -3.29240 -2.56222 0.05
H -0.31200 -1.13381 2.83576 0.07
H -7.04195 -1.73901 5.86160 0.09
H 3.83004 0.08432 -1.98556 0.07
H -3.96700 2.36954 -1.76270 0.05
H 7.49217 -0.36631 3.07765 0.09
H 1.70107 3.67280 -3.12645 0.08
H -3.92334 -2.26564 2.67773 0.07
H -3.14025 1.48303 -0.42475 0.01
H -1.90774 -2.63520 -0.38921 0.07
H -1.55023 0.07303 5.05633 0.13
H 5.97781 -2.27089 2.18940 0.14
H 2.23048 0.22581 -0.02127 0.05
H -3.13712 1.70141 5.11866 0.10
H 1.06452 1.57403 -0.12516 0.05
H -5.19554 -3.40365 -3.43406 0.09
H 5.39674 -0.57947 -1.42298 0.08
H 5.16090 4.93297 -5.83292 0.08
H -4.20275 0.88383 3.96479 0.06
H -2.45930 3.95601 1.63172 0.05
H -3.88209 -2.39467 -2.98041 0.02
H 2.54912 -1.03315 2.43040 0.06
H 7.79265 -0.85878 1.43635 0.08
H -5.02617 -0.95250 2.21545 0.07
H -6.92736 -3.48209 5.70076 0.09
H 3.48656 -2.43857 3.03245 0.08
H 7.60191 0.92608 -5.09475 0.08
H 0.43173 0.51647 3.02934 0.09
H -0.32882 -1.57345 -2.73046 0.00
H -0.79412 -2.13262 -4.34009 0.04
H -5.14338 -2.60901 1.48838 0.04
H 0.52913 -0.72111 4.34439 0.09
H 6.74566 0.49969 1.80883 0.07
H 1.76235 5.29176 -2.59197 0.06
H -5.04869 -0.18996 -0.54520 0.03
H 7.65165 2.27838 -3.89286 0.09
H 6.33640 2.21257 -4.96989 0.09
H -0.56872 0.31869 0.65474 0.09
H -5.93528 0.98032 -1.60765 0.06
H -4.83756 -4.77326 0.78842 0.07
H -3.58780 2.48366 3.55786 0.06
H -5.88059 -2.60959 6.82242 0.08
H -3.49465 -5.52836 -1.66644 0.12
H -1.99045 -1.52261 1.00147 0.05
H 6.40883 -0.28413 -3.58525 0.15
H -3.95731 -6.35159 0.56578 0.10
```

Properties
- maximum force (eV/A) = 2.79
- structure (SMILES) = CNC(C)=O.CNC(C)=O.CNC(C)=O.CNC(C)=O.CNC(C)=O.CNC(C)=O.CNC(C)=O.BrCCBr.BrCCBr.BrCCBr
- energy relative to the best compared isomer or geometry (same formula, charge and spin) (eV) = 0.000
- HOMO energy (eV) = -8.759
- total energy (hartree) = -17419.56755

---

4.
The following is a DFT calculation (the ωB97M-V functional and the def2-TZVPD basis) of a cluster of 4 separate species, C2H12O3S2 in total at a distorted geometry.

XYZ file:
```
19
Properties=species:S:1:pos:R:3:lowdin_charge:R:1
S 2.35747 -0.80644 -0.46615 0.39
S 0.56033 0.13607 -0.91258 0.38
O -1.63676 2.23283 -3.96589 -0.03
O -2.04565 2.27881 2.87269 -0.01
O 0.59865 0.81922 2.98262 -0.11
C 1.99960 -2.37767 0.29666 -0.51
C -0.59455 -1.13883 -1.46581 -0.50
H -1.62858 -0.70954 -1.80766 0.07
H -1.67852 2.83784 2.24430 -0.01
H 0.58432 1.36325 2.18627 0.01
H -2.57801 2.42608 -3.70925 0.07
H -1.21903 1.94632 3.17766 -0.02
H -0.20220 -1.87759 -2.14575 0.02
H -1.23398 1.70354 -3.36020 -0.06
H 1.53396 -2.07883 1.31419 0.05
H 1.62194 0.74452 3.13465 0.11
H 1.37980 -3.12808 -0.34123 0.07
H 3.06365 -2.67941 0.48938 0.03
H -0.88242 -1.69209 -0.52390 0.03
```

Properties
- maximum force (eV/A) = 5.03
- structure (SMILES) = CSSC.O.O.O
- energy relative to the best compared isomer or geometry (same formula, charge and spin) (eV) = 1.859
- HOMO energy (eV) = -8.375
- total energy (hartree) = -1105.43325